The following is a DFT calculation (ωB97M-V/def2-TZVPD) of 6 unconnected molecules or ions with the total composition C24H30F18O12 at a distorted geometry.

Net charge ... 0
SMILES ... CCOC(=O)C(F)(F)F.CCOC(=O)C(F)(F)F.CCOC(=O)C(F)(F)F.CCOC(=O)C(F)(F)F.CCOC(=O)C(F)(F)F.CCOC(=O)C(F)(F)F
Gap between HOMO and LUMO ... 0.4267 Eh
Electronic energy ... -98860.5094 eV
HOMO ... -0.412 Ha

Cartesian coordinates (Å):
C (7.93909, -0.48507, -0.75079)
C (6.84690, -1.52437, -0.81027)
O (6.04241, -1.42790, 0.36695)
C (4.72772, -1.44187, 0.29221)
O (4.10705, -1.58647, -0.72608)
C (4.06561, -1.33383, 1.67384)
F (4.88115, -1.57582, 2.68102)
F (3.65678, -0.06285, 1.78554)
F (3.03587, -2.13557, 1.78526)
H (8.49426, -0.52846, -1.68428)
H (8.56577, -0.70278, 0.11954)
H (7.57311, 0.51229, -0.50521)
H (7.22704, -2.54063, -0.92298)
H (6.24000, -1.38975, -1.70787)
C (1.06784, 1.65641, -0.66977)
C (0.65646, 0.34108, -0.03967)
O (-0.01164, -0.42134, -1.04241)
C (-0.55215, -1.55972, -0.62347)
O (-0.49916, -1.99478, 0.48398)
C (-1.31110, -2.25549, -1.77607)
F (-1.20493, -1.60237, -2.92280)
F (-0.84017, -3.50533, -1.92125)
F (-2.61174, -2.37575, -1.45201)
H (1.69844, 1.49070, -1.54735)
H (1.60271, 2.31381, 0.01776)
H (0.27347, 2.30047, -1.06108)
H (0.01100, 0.49647, 0.82426)
H (1.60271, -0.07291, 0.30893)
C (-0.64721, 0.19578, 3.74507)
C (-0.32743, 0.29676, 5.24445)
O (-0.97101, -0.75099, 5.96313)
C (-0.29289, -1.58996, 6.72069)
O (0.88605, -1.79784, 6.63215)
C (-1.13617, -2.24665, 7.82059)
F (-0.71034, -3.47081, 8.07742)
F (-1.07084, -1.56120, 8.96526)
F (-2.42152, -2.27931, 7.45509)
H (-0.90675, -0.77287, 3.31020)
H (0.29409, 0.35613, 3.20722)
H (-1.42355, 0.89509, 3.44572)
H (-0.76430, 1.25264, 5.52622)
H (0.74447, 0.26328, 5.41624)
C (-6.45810, -1.29458, 0.28527)
C (-5.03513, -0.90788, 0.68181)
O (-4.77218, 0.35697, 0.07278)
C (-4.14143, 1.30632, 0.73751)
O (-3.76252, 1.21852, 1.87068)
C (-3.96039, 2.59481, -0.08899)
F (-3.74108, 3.61300, 0.72551)
F (-2.89755, 2.44213, -0.87255)
F (-5.03023, 2.90135, -0.80580)
H (-7.23257, -0.82161, 0.88938)
H (-6.57285, -2.37628, 0.40513)
H (-6.75877, -1.13336, -0.75121)
H (-4.32123, -1.68366, 0.41197)
H (-5.00051, -0.84959, 1.76901)
C (4.52727, 0.92658, -3.12155)
C (4.62324, 2.37289, -2.67567)
O (4.95953, 2.46373, -1.29665)
C (5.79103, 3.38911, -0.86253)
O (6.61522, 3.94639, -1.52707)
C (5.69989, 3.62991, 0.65591)
F (6.88913, 3.54218, 1.22595)
F (5.18020, 4.83803, 0.86253)
F (4.91252, 2.72395, 1.24872)
H (5.55325, 0.55738, -3.17061)
H (4.06749, 0.85154, -4.10467)
H (3.95524, 0.30502, -2.43403)
H (3.69208, 2.92110, -2.84598)
H (5.34915, 2.90385, -3.29457)
C (-4.01988, 0.94249, -3.89538)
C (-5.35131, 0.62461, -3.25354)
O (-5.64042, -0.77621, -3.28972)
C (-6.04042, -1.28657, -4.43376)
O (-6.13995, -0.66752, -5.45241)
C (-6.61848, -2.73647, -4.37212)
F (-7.67075, -2.74094, -3.53954)
F (-6.92140, -3.14045, -5.59241)
F (-5.68335, -3.58398, -3.85880)
H (-3.68380, 1.89763, -3.48669)
H (-4.06777, 1.03607, -4.97707)
H (-3.31641, 0.14881, -3.63740)
H (-6.11443, 1.26920, -3.70297)
H (-5.39946, 0.89733, -2.20391)